[1]
C28H54ClFN4O3 | the ωB97M-V functional and the def2-TZVPD basis

XYZ file:
```
91
C28H54ClFN4O3 | the OMol25 dataset | the ωB97M-V functional and the def2-TZVPD basis
N 4.19 -6.04 0.16
C 3.64 -5.05 -0.85
C 2.25 -5.27 -1.36
F 1.36 -6.39 -1.00
C 1.67 -4.16 -2.42
O 0.80 -4.47 -3.42
C 2.20 -2.59 -2.20
C 1.18 -1.36 -2.57
C 0.06 -1.27 -1.34
N -0.20 0.16 -0.90
N -1.21 -1.99 -1.81
N 0.59 -2.06 -0.16
C 3.58 -2.37 -1.70
C 4.27 -0.90 -1.46
C 3.43 0.11 -0.47
O 2.75 1.18 -0.96
Cl 3.35 -0.07 1.41
C 4.48 -3.75 -1.43
O 5.79 -3.84 -1.69
H 4.30 -5.58 1.10
H 3.50 -6.82 0.34
H 0.58 -1.70 -3.54
H 1.70 -0.34 -2.81
H -0.44 0.12 0.12
H -1.09 0.48 -1.36
H -0.98 -2.98 -2.11
H -1.65 -1.50 -2.62
H -0.14 -2.71 0.24
H 1.01 -1.45 0.57
H 5.32 -1.09 -0.93
H 4.53 -0.35 -2.47
C -3.20 -0.09 1.71
C -3.92 0.60 0.57
C -3.67 2.11 0.52
C -4.15 2.90 1.75
C -5.64 2.76 2.06
C -6.54 3.29 0.96
H -3.54 0.27 2.69
H -3.39 -1.17 1.68
H -2.12 0.06 1.64
H -5.00 0.40 0.63
H -3.58 0.16 -0.37
H -4.14 2.52 -0.38
H -2.59 2.28 0.41
H -3.92 3.96 1.59
H -3.58 2.59 2.63
H -5.86 3.32 2.98
H -5.90 1.71 2.28
H -6.34 4.34 0.76
H -7.59 3.19 1.25
H -6.41 2.73 0.03
C 0.71 -0.16 4.90
C 2.15 0.27 5.12
C 2.98 -0.78 5.87
C 2.50 -1.09 7.30
C 2.43 0.11 8.24
C 3.78 0.76 8.49
H 0.17 -0.31 5.84
H 0.17 0.60 4.33
H 0.66 -1.10 4.33
H 2.17 1.23 5.65
H 2.61 0.44 4.15
H 4.02 -0.44 5.91
H 2.98 -1.71 5.30
H 3.18 -1.85 7.73
H 1.52 -1.57 7.25
H 2.02 -0.24 9.21
H 1.72 0.85 7.86
H 4.49 0.05 8.91
H 3.67 1.59 9.20
H 4.20 1.17 7.57
C -2.99 2.96 -6.76
C -1.49 3.10 -6.94
C -0.78 1.77 -7.21
C -0.88 0.74 -6.08
C -0.35 1.20 -4.72
C 1.14 1.53 -4.74
H -3.23 2.34 -5.89
H -3.44 3.94 -6.60
H -3.45 2.51 -7.64
H -1.05 3.60 -6.07
H -1.30 3.77 -7.79
H 0.27 1.97 -7.43
H -1.20 1.32 -8.12
H -0.34 -0.16 -6.38
H -1.93 0.43 -5.96
H -0.52 0.40 -3.99
H -0.91 2.07 -4.36
H 1.72 0.65 -5.05
H 1.47 1.82 -3.74
H 1.36 2.35 -5.42
```

Summary:
HOMO energy: -9.4091 eV
gap between HOMO and LUMO: 7.62 eV
structure (SMILES): NC1=C(F)C(=O)C(CC(N)(N)N)=C(CC(=O)Cl)C1=O.CCCCCC.CCCCCC.CCCCCC
charge: 0
E: -57246.60148 eV

=====

[2]
C38H33CoFN4O4P | the ωB97M-V functional and the def2-TZVPD basis

XYZ file:
```
82
C38H33CoFN4O4P | the OMol25 dataset | the ωB97M-V functional and the def2-TZVPD basis
Co 0.03 -0.48 -0.39
N -1.29 -0.82 -1.97
C -2.72 -0.62 -1.75
C -3.64 -0.99 -2.72
C -4.98 -0.74 -2.51
C -5.41 -0.11 -1.34
C -4.49 0.24 -0.37
C -3.13 -0.02 -0.56
P -1.87 0.15 0.74
C -2.48 -1.05 1.95
C -3.37 -0.69 2.95
C -3.91 -1.65 3.79
C -3.56 -2.99 3.63
C -2.67 -3.35 2.63
C -2.13 -2.39 1.79
C -2.06 1.78 1.48
C -2.63 2.83 0.77
C -2.71 4.09 1.34
C -2.23 4.30 2.63
C -1.65 3.26 3.33
C -1.55 2.00 2.76
H -0.99 -0.15 -2.68
H -1.10 -1.74 -2.36
H -3.31 -1.47 -3.63
H -5.71 -1.03 -3.26
H -6.46 0.08 -1.19
H -4.82 0.70 0.55
H -3.65 0.35 3.09
H -4.61 -1.36 4.56
H -3.98 -3.74 4.28
H -2.39 -4.39 2.51
H -1.41 -2.68 1.04
H -3.00 2.68 -0.23
H -3.16 4.91 0.79
H -2.31 5.28 3.08
H -1.26 3.42 4.33
H -1.09 1.18 3.31
C 3.78 2.42 5.27
C 4.74 1.91 4.20
C 5.79 2.98 3.90
C 6.58 2.67 2.65
C 5.64 2.58 1.49
C 5.98 2.99 0.22
C 5.08 2.84 -0.83
F 5.46 3.26 -2.05
C 3.85 2.28 -0.66
C 3.48 1.84 0.62
C 2.23 1.12 0.79
O 1.38 1.10 -0.13
C 2.07 0.46 2.05
C 2.92 0.75 3.07
N 4.00 1.55 2.96
C 4.36 2.01 1.70
C 0.99 -0.57 2.27
O 0.48 -0.68 3.38
O 0.72 -1.31 1.24
H 4.36 2.75 6.14
H 3.09 1.65 5.62
H 3.21 3.26 4.90
H 5.24 1.00 4.54
H 6.44 3.07 4.77
H 5.28 3.94 3.78
H 7.11 1.72 2.76
H 7.33 3.44 2.46
H 6.95 3.42 0.03
H 3.15 2.17 -1.48
H 2.73 0.32 4.04
N 4.46 -3.74 0.25
C 4.47 -3.56 -1.10
O 5.15 -4.22 -1.86
C 3.58 -2.47 -1.63
C 3.97 -1.79 -2.77
C 3.15 -0.79 -3.27
C 1.97 -0.52 -2.61
N 1.57 -1.20 -1.53
C 2.37 -2.15 -1.05
H 5.03 -4.47 0.63
H 3.96 -3.13 0.87
H 4.90 -2.05 -3.26
H 3.42 -0.22 -4.15
H 1.33 0.29 -2.94
H 2.00 -2.65 -0.16
```

Summary:
<S²>: 0.88
HOMO energy (spin up / spin down): -10.7339 / -10.7250 eV
gap between HOMO and LUMO (spin up / spin down): 8.29 / 8.37 eV
multiplicity: 2
charge: +1
E: -103723.90830 eV

=====

[3]
C5H16N4O6P | the ωB97M-V functional and the def2-TZVPD basis

XYZ file:
```
32
C5H16N4O6P | the OMol25 dataset | the ωB97M-V functional and the def2-TZVPD basis
N 4.55 -1.05 0.48
C 3.81 -0.47 -0.55
C 2.37 0.28 -0.18
P 1.03 -1.12 -0.38
H 5.39 -1.45 -0.03
H 4.12 -0.49 -1.68
H 2.37 0.68 0.92
H 2.23 1.12 -1.00
H 1.26 -1.66 -1.72
H -0.28 -0.54 -0.22
H 1.29 -2.14 0.61
C 2.25 -5.31 0.00
N 0.82 -5.65 -0.18
O 0.11 -4.83 -0.79
O 0.44 -6.73 0.28
H 2.44 -4.33 -0.45
H 2.45 -5.27 1.08
H 2.84 -6.08 -0.48
C -2.30 1.64 1.47
N -0.88 1.83 1.06
O -0.03 1.85 1.96
O -0.67 1.95 -0.15
H -2.35 1.55 2.56
H -2.86 2.52 1.13
H -2.67 0.73 0.99
C -3.83 5.15 -1.15
N -4.13 4.15 -0.09
O -4.86 3.20 -0.39
O -3.61 4.34 1.02
H -4.35 4.86 -2.06
H -4.19 6.12 -0.79
H -2.75 5.16 -1.30
```

Summary:
HOMO energy: -13.8314 eV
gap between HOMO and LUMO: 10.11 eV
charge: +1
E: -32960.42747 eV

=====

[4]
C21H23N2 | the ωB97M-V functional and the def2-TZVPD basis

XYZ file:
```
46
C21H23N2 | the OMol25 dataset | the ωB97M-V functional and the def2-TZVPD basis
C -4.69 -1.24 2.97
C -3.37 -0.64 2.56
C -3.26 0.59 1.90
C -2.01 1.19 1.67
C -0.81 0.58 2.02
C 0.51 1.36 1.87
C 1.76 0.52 2.00
C 2.96 1.12 2.41
C 4.06 0.31 2.72
C 3.94 -1.08 2.65
C 2.80 -1.64 2.07
C 1.75 -0.82 1.66
N 0.70 2.27 0.69
C 0.80 3.60 0.94
C 1.23 4.51 0.00
C 1.47 4.11 -1.34
N 1.76 5.03 -2.31
C 2.24 4.71 -3.64
C 1.65 6.46 -2.08
C 1.36 2.70 -1.58
C 1.05 1.82 -0.56
C -0.94 -0.66 2.68
C -2.17 -1.28 2.89
H -4.62 -2.33 3.07
H -5.05 -0.86 3.94
H -5.47 -1.03 2.22
H -4.17 1.08 1.57
H -1.99 2.16 1.19
H 0.55 2.00 2.76
H 3.03 2.22 2.47
H 4.99 0.78 3.06
H 4.73 -1.72 3.05
H 2.70 -2.70 1.92
H 0.90 -1.21 1.12
H 0.56 3.87 1.97
H 1.37 5.54 0.33
H 2.42 3.65 -3.78
H 1.51 5.06 -4.39
H 3.17 5.26 -3.83
H 0.87 6.72 -1.35
H 2.61 6.90 -1.75
H 1.38 6.93 -3.04
H 1.50 2.31 -2.58
H 1.06 0.74 -0.69
H -0.08 -1.24 3.01
H -2.23 -2.28 3.35
```

Summary:
HOMO energy: -11.6080 eV
gap between HOMO and LUMO: 8.51 eV
structure (SMILES): Cc1ccc([C@@H](c2ccccc2)[n+]2ccc(N(C)C)cc2)cc1
charge: +1
E: -25124.38682 eV